Entry 1:
DFT (the ωB97M-V functional and the def2-TZVPD basis) results for a cluster of 12 separate species, H24O12 in total in a non-equilibrium geometry.

Each atom is followed by the atoms it is bonded to, with distances in Å.
Atoms and positions in Å:
1 O 0.0476 0.3703 -0.1241  H2 0.957, H3 0.957
2 H -0.4024 0.5521 0.7009  O1 0.957
3 H -0.5018 -0.2821 -0.5585  O1 0.957
4 O -0.4692 1.9261 3.1375  H5 0.957, H6 0.957
5 H -0.0346 2.6439 2.6768  O4 0.957
6 H -0.6318 2.2687 4.0164  O4 0.957
7 O -2.6166 0.9894 1.0982  H8 0.957, H9 0.957
8 H -2.0322 0.9369 1.8545  O7 0.957
9 H -2.7650 1.9268 0.9742  O7 0.957
10 O 1.9611 -1.8348 -2.8696  H11 0.957, H12 0.957
11 H 1.8068 -1.1809 -3.5515  O10 0.957
12 H 1.1159 -1.9272 -2.4301  O10 0.957
13 O -3.7877 -1.3210 0.4372  H14 0.957, H15 0.957
14 H -4.5047 -1.2384 1.0659  O13 0.957
15 H -3.1475 -0.6662 0.7158  O13 0.957
16 O 1.1298 -0.3993 3.9088  H17 0.957, H18 0.957
17 H 0.8183 0.0313 4.7049  O16 0.957
18 H 0.9987 0.2500 3.2178  O16 0.957
19 O 3.3886 -0.7489 -0.4464  H20 0.957, H21 0.957
20 H 2.6685 -0.7932 0.1825  O19 0.957
21 H 3.2288 -1.4778 -1.0459  O19 0.957
22 O 1.8700 1.1822 -1.9469  H23 0.957, H24 0.957
23 H 1.2708 0.9885 -1.2260  O22 0.957
24 H 2.5529 0.5151 -1.8773  O22 0.957
25 O 0.2075 -2.9754 -1.1088  H26 0.957, H27 0.957
26 H -0.4215 -3.2629 -0.4470  O25 0.957
27 H 0.8253 -3.7025 -1.1847  O25 0.957
28 O -1.5025 -0.9643 -2.0578  H29 0.957, H30 0.957
29 H -1.0679 -1.8038 -1.9081  O28 0.957
30 H -1.7680 -0.9921 -2.9771  O28 0.957
31 O 2.5420 1.7435 2.3633  H32 0.957, H33 0.957
32 H 1.7280 2.1124 2.0203  O31 0.957
33 H 2.8202 2.3623 3.0384  O31 0.957
34 O -1.8000 1.9137 -3.2331  H35 0.957, H36 0.957
35 H -1.3051 1.1161 -3.0456  O34 0.957
36 H -2.2223 1.7418 -4.0748  O34 0.957

## Properties
- Net charge: +1
- Total energy: -24949.3955 eV
- Spin multiplicity: 2
- LUMO energy (alpha / beta): -3.2 / -10.3 eV
- Gap between HOMO and LUMO (alpha / beta): 9.95 / 2.81 eV
- HOMO energy (alpha / beta): -13.16 / -13.16 eV
- Relative energy (zero: lowest compared OMol25 entry of this formula, charge and spin): 151.1 kJ/mol

Atomic partial charges in e from the natural (NBO) method, atoms 1 to 8: number 1, O, carries -1.000; number 2, H, carries 0.506; number 3, H, carries 0.515; number 4, O, carries -0.963; number 5, H, carries 0.469; number 6, H, carries 0.499; number 7, O, carries -0.962; number 8, H, carries 0.482



Entry 2:
DFT (the ωB97M-V functional and the def2-TZVPD basis) results for the molecule C3H8N4 in a non-equilibrium geometry.

Each atom is followed by the atoms it is bonded to, with distances in Å.
Atoms and positions in Å:
1 C -1.6137 -1.8241 -0.3681  C2 1.498, H4 1.093, H5 1.094, H6 1.088
2 C -0.4728 -0.8536 -0.3996  C1 1.498, N3 1.244, N10 1.540
3 N 0.5923 -0.7448 -1.0330  C2 1.244
4 H -1.6630 -2.3330 0.5974  C1 1.093
5 H -2.5706 -1.3143 -0.5165  C1 1.094
6 H -1.4702 -2.5568 -1.1600  C1 1.088
7 C 0.6854 0.8279 0.2837  N8 1.364, N9 1.365, N10 1.410
8 N 0.6957 2.0302 -0.3612  C7 1.364, H13 1.010, H14 1.010
9 N 1.7311 0.5771 1.1244  C7 1.365, H11 1.010, H12 1.011
10 N -0.5605 0.2752 0.6450  C2 1.540, C7 1.410, H15 1.015
11 H 1.7268 -0.3589 1.5047  N9 1.010
12 H 2.6418 0.8429 0.7735  N9 1.011
13 H 1.5996 2.4148 -0.5977  N8 1.010
14 H 0.0261 2.1022 -1.1134  N8 1.010
15 H -1.3479 0.9151 0.6208  N10 1.015

## Properties
- Net charge: 0
- Total energy: -9199.3515 eV
- LUMO energy: 0.8 eV
- Gap between HOMO and LUMO: 8.13 eV
- HOMO energy: -7.32 eV
- Relative energy (zero: lowest compared OMol25 entry of this formula, charge and spin): 220.2 kJ/mol

Atomic partial charges in e from the natural (NBO) method, atoms 1 to 8: number 1, C, carries -0.687; number 2, C, carries 0.341; number 3, N, carries -0.616; number 4, H, carries 0.226; number 5, H, carries 0.214; number 6, H, carries 0.234; number 7, C, carries 0.696; number 8, N, carries -0.802



Question: Which of these has the lowest net charge?
Answer: C3H8N4



Question: What is the formula in the second record?
Answer: C3H8N4